No. 1
{
  "formula": "C43H33BCaCl2N5O4P",
  "method": "the ωB97M-V functional and the def2-TZVPD basis",
  "symbols": ["C", "B", "H", "C", "C", "C", "H", "C", "O", "N", "H", "H", "C", "H", "Cl", "H", "C", "C", "H", "C", "C", "C", "C", "C", "H", "H", "C", "H", "H", "Ca", "C", "C", "C", "C", "C", "H", "C", "H", "O", "O", "C", "C", "N", "H", "Cl", "H", "C", "C", "H", "C", "C", "H", "C", "C", "H", "C", "N", "C", "C", "H", "H", "H", "H", "H", "N", "C", "C", "P", "N", "C", "H", "C", "C", "H", "H", "C", "C", "C", "C", "C", "C", "H", "O", "H", "H", "H", "H", "C", "H", "H"],
  "xyz": [[1.913670, -0.721881, -3.106212], [-6.548959, -2.899370, 0.700533], [-4.871889, -0.843543, -4.530931], [-1.397763, 1.393043, 7.092713], [4.264655, -2.933686, 2.221245], [2.832829, -4.090079, 0.101163], [2.802646, 2.694900, -2.665253], [2.450072, -2.790882, 0.471634], [0.007705, -0.300116, 2.843500], [0.773722, 2.046655, 1.999142], [3.905588, -1.029544, -3.822744], [2.889736, 5.135124, -3.002891], [3.537402, -0.365023, 2.893323], [-0.857028, -2.243492, -4.320875], [5.815560, -5.177535, 2.559113], [4.084025, -5.800324, 0.410198], [4.551243, -4.245147, 1.778987], [-1.143104, 2.464270, -1.845166], [-7.599137, -2.480721, 1.156234], [-1.072111, 3.783421, -2.288749], [0.185326, -1.967187, -4.217400], [-2.608053, -2.137527, -1.694033], [-2.187899, -1.063796, -2.474514], [-0.646706, 4.086178, -3.569208], [2.098364, 6.677011, -1.204565], [-0.589714, 2.599200, 5.497844], [1.975062, 2.777650, -0.692464], [-2.172170, -0.057515, 8.478614], [-4.186152, -3.534552, -1.279136], [0.851853, -0.020802, 0.723390], [-1.687126, 2.229036, -0.498583], [2.475855, -2.202161, -4.917884], [2.516518, 4.733260, -2.066073], [-4.230256, -1.216335, -3.740766], [2.070853, 5.603494, -1.064883], [-6.674175, -3.146507, -0.489148], [2.860245, -1.287758, -3.943249], [5.043882, -0.481597, 4.437769], [-2.820590, 1.043687, 0.980822], [1.941574, 1.497724, -0.580860], [-0.862469, 1.608150, 5.833181], [-0.666273, 0.539816, 4.959895], [-4.655019, -0.932284, 0.962031], [5.705808, -2.790670, 3.820685], [1.980888, -4.859737, -1.206666], [0.070939, 3.282367, -5.427914], [-1.020826, -0.741501, 5.366016], [-3.005198, -0.609330, -3.504096], [-1.984192, -2.474586, -0.873761], [4.922358, -2.273625, 3.282286], [-5.446333, -1.766694, 0.859369], [-6.181330, -3.889387, 1.306491], [2.475325, 3.372167, -1.884722], [1.597612, 5.055977, 0.110684], [-1.551700, 2.230444, 7.763881], [-3.834232, -2.741503, -1.926223], [-2.314788, 1.144494, -0.273572], [-1.557848, -0.956923, 6.628223], [1.139153, -2.542429, -5.050199], [-0.589923, 5.118873, -3.890878], [-2.694465, 0.237302, -4.105245], [0.833722, -3.264757, -5.798238], [-0.876463, -1.554038, 4.667082], [-1.838972, -1.958434, 6.931084], [0.275057, 1.958076, 3.296265], [-0.296579, 1.746906, -3.978219], [-1.746478, 0.108801, 7.495701], [-0.594295, -0.293675, -2.035381], [2.915266, -0.951109, 1.901775], [0.562313, -1.048588, -3.244018], [3.217344, 0.642966, 3.137988], [-4.648728, -2.277381, -2.948711], [1.534119, 3.673917, 0.331436], [3.219469, -2.657401, -5.561514], [2.213657, -0.020239, -2.333191], [3.852953, -4.796811, 0.742021], [4.560153, -1.000830, 3.621111], [1.015141, 3.246411, 1.623286], [-0.269541, 3.060483, -4.423355], [-0.724088, 1.420577, -2.692390], [-0.083631, 0.726194, 3.586820], [-5.624169, -2.723330, -3.096250], [1.506090, -2.132655, -0.058368], [-3.454310, 0.274924, 0.937161], [1.253273, 5.710851, 0.906357], [0.039455, 0.960002, -4.641127], [-1.615807, 3.004823, 0.262849], [3.243523, -2.216806, 1.555436], [0.796447, 4.043925, 2.340267], [-1.347961, 4.578703, -1.605966]],
  "forces_ev_per_a": [[0.0, 0.0, 0.0], [-0.1, -0.1, 0.0], [0.0, 0.0, 0.0], [0.0, 0.0, 0.0], [0.0, 0.0, 0.0], [0.0, 0.0, 0.0], [0.0, 0.0, 0.0], [0.0, 0.0, 0.0], [0.0, 0.0, 0.0], [0.0, 0.2, 0.1], [0.0, 0.0, 0.0], [0.0, 0.0, 0.0], [0.0, 0.0, 0.0], [0.0, 0.0, 0.0], [0.0, 0.0, 0.0], [0.0, 0.0, 0.0], [0.0, 0.0, 0.0], [0.0, 0.0, 0.0], [0.0, 0.0, 0.0], [0.0, 0.0, 0.0], [0.0, 0.0, 0.0], [0.0, 0.0, 0.0], [0.0, 0.0, 0.1], [0.0, 0.0, 0.0], [0.0, 0.0, 0.0], [0.0, 0.0, 0.0], [0.1, 0.0, -0.1], [0.0, 0.0, 0.0], [0.0, 0.0, 0.0], [0.1, -0.3, -0.2], [0.0, 0.0, -0.1], [0.0, 0.0, 0.0], [0.0, 0.0, 0.0], [0.0, 0.0, 0.0], [0.0, 0.0, 0.0], [0.0, 0.0, 0.0], [0.0, 0.0, 0.0], [0.0, 0.0, 0.0], [0.1, 0.2, -0.1], [-0.2, -0.1, 0.2], [0.0, 0.0, 0.0], [0.0, 0.0, 0.0], [0.0, -0.1, 0.0], [0.0, 0.0, 0.0], [0.0, 0.0, 0.0], [0.0, 0.0, 0.0], [0.0, 0.0, 0.0], [0.0, 0.0, 0.0], [0.0, 0.0, 0.0], [0.0, 0.0, 0.0], [-0.1, 0.0, 0.0], [0.0, 0.0, 0.0], [0.0, 0.0, 0.0], [0.0, 0.0, 0.0], [0.0, 0.0, 0.0], [0.0, 0.0, 0.0], [0.0, 0.0, 0.0], [0.0, 0.0, 0.0], [0.0, 0.0, 0.0], [0.0, 0.0, 0.0], [0.0, 0.0, 0.0], [0.0, 0.0, 0.0], [0.0, 0.0, 0.0], [0.0, 0.0, 0.0], [0.0, 0.0, 0.1], [0.0, 0.0, 0.0], [0.0, 0.0, 0.0], [0.0, 0.1, 0.0], [0.0, 0.1, 0.0], [0.0, 0.0, 0.0], [0.0, 0.0, 0.0], [0.0, 0.0, 0.0], [0.0, 0.0, 0.0], [0.0, 0.0, 0.0], [0.0, 0.0, 0.0], [0.0, 0.0, 0.0], [0.0, 0.0, 0.0], [0.0, 0.0, 0.0], [0.0, 0.0, 0.0], [0.0, 0.0, 0.1], [0.0, 0.0, -0.1], [0.0, 0.0, 0.0], [0.0, 0.1, 0.0], [0.0, -0.1, 0.1], [0.0, 0.0, 0.0], [0.0, 0.0, 0.0], [0.0, 0.0, 0.0], [-0.1, -0.1, 0.0], [0.0, 0.0, 0.0], [0.0, 0.0, 0.0]],
  "mulliken_charge": [0.09, -0.08, 0.38, -0.64, -0.18, 0.29, 0.40, -0.03, -1.17, 1.07, 0.43, 0.38, -0.40, 0.35, -0.32, 0.43, 0.76, 0.68, -0.15, -0.81, -0.42, -0.48, -0.15, -0.67, 0.35, 0.43, 0.26, 0.35, 0.58, 2.71, -1.31, -0.59, -0.44, -0.64, -0.77, -0.17, -0.78, 0.38, -0.53, -0.51, -0.17, 0.29, -0.71, 0.37, -0.26, 0.40, -0.45, -0.22, 0.43, -0.75, 0.12, -0.15, -0.60, -0.84, 0.37, -0.70, 0.14, -0.60, -0.71, 0.37, 0.33, 0.39, 0.36, 0.38, -1.08, 0.01, -0.34, 1.37, 0.10, 0.18, 0.46, -0.63, 1.05, 0.33, 0.37, -0.65, -1.03, -1.24, -0.83, 0.54, 0.44, 0.32, -0.44, 0.69, 0.32, 0.47, 0.39, -0.16, 0.15, 0.36],
  "homo_ev": -2.75,
  "charge": -2,
  "largest_force_ev_per_a": 0.38,
  "e_above_lowest_ev": 0.120,
  "lumo_energy_ha": 0.1398
}

No. 2
{
  "formula": "C43H33Cl5F4GeN3O5Sc",
  "method": "the ωB97M-V functional and the def2-TZVPD basis",
  "symbols": ["C", "F", "C", "Sc", "C", "H", "C", "C", "C", "C", "C", "H", "H", "C", "C", "H", "C", "H", "H", "C", "Cl", "H", "H", "N", "Cl", "H", "F", "C", "C", "Cl", "C", "C", "C", "F", "H", "C", "C", "C", "H", "C", "H", "H", "Cl", "H", "C", "H", "H", "C", "C", "N", "C", "H", "C", "O", "C", "Cl", "H", "H", "C", "C", "H", "C", "C", "H", "O", "H", "C", "H", "C", "H", "O", "F", "C", "C", "C", "C", "H", "H", "H", "O", "C", "H", "Ge", "H", "N", "C", "O", "C", "C", "H", "H", "H", "C", "H", "C"],
  "xyz": [[-1.097602, -6.495904, -0.445442], [-2.631164, 4.604255, 1.859533], [1.989379, -3.509598, 2.261552], [1.749256, -0.316452, 1.729891], [4.841958, -0.320842, 0.826258], [-1.949979, -6.937389, 0.064393], [-2.459044, 1.677761, -1.016838], [-0.590979, -0.366181, -0.850782], [3.285291, -3.538457, 4.287590], [-0.687350, -6.905940, -1.658282], [1.101605, -2.619057, 4.274102], [-1.225065, -7.748053, -2.118830], [-0.051306, -2.824995, 2.520122], [1.865493, 1.614243, 4.296567], [0.417962, 2.020469, 4.839067], [4.068374, -4.168717, 2.424207], [-5.220810, 5.143468, 0.819792], [1.955378, -4.876446, -2.174057], [-3.316458, 5.634671, -1.981326], [-3.500591, 3.694546, -0.150400], [1.863441, 1.244494, -1.190973], [4.512718, -4.987169, 0.258504], [-4.403387, 7.936911, -1.725329], [-5.646716, 7.349353, -0.129135], [7.184931, 0.855914, -2.211314], [-1.274456, -1.013353, -2.764079], [0.530992, 2.951810, 5.838076], [-1.372556, -0.272180, -1.967374], [-3.895067, 5.894665, -1.127224], [5.095868, -1.244045, 2.312462], [-1.569673, 1.629876, 0.058346], [4.583288, -4.175792, -0.448475], [3.529299, -3.298033, -0.685066], [-0.280792, 2.597676, 3.828911], [0.314659, -2.027773, 4.768374], [5.906279, -0.299536, -0.120491], [5.845684, -3.101719, -2.268408], [-6.333689, 6.138393, 0.434330], [0.670541, -6.708126, -3.337030], [3.570772, 0.150992, 0.549516], [-4.610441, 5.477111, 1.705199], [-4.875049, 7.660680, 0.472784], [7.289955, -1.221685, 0.201180], [-3.165639, 6.370846, -0.447670], [-1.678501, 2.654094, 1.026485], [-6.282161, 8.191182, -0.367956], [-3.703118, -0.112664, -5.104734], [-0.339267, -5.510679, 0.264216], [3.516852, 0.808441, -0.674822], [-2.335673, 0.662864, -2.057191], [-4.954248, 7.032974, -1.412649], [-1.027153, 2.477400, 1.852322], [-0.725377, 0.598981, 0.227807], [0.680200, -1.939854, -1.931317], [5.813577, -4.012754, -1.237886], [4.359479, 2.036525, -2.841682], [-5.724724, 6.727550, -2.155161], [-0.570887, -5.258668, 1.299058], [-2.604244, 3.621621, 0.889779], [0.378806, -6.292303, -2.379982], [-7.037084, 5.720872, -0.273766], [0.969609, -2.880559, 2.966402], [4.717675, -2.233798, -2.482409], [-4.762278, -0.233060, -2.182844], [0.884146, -1.765165, 0.313533], [4.775074, -1.557339, -3.332124], [0.675075, -4.873302, -0.451001], [4.230146, -3.567331, 4.768447], [-3.501893, -0.274581, -4.088512], [2.488400, -2.599113, 6.008632], [0.132770, 0.670784, 1.214955], [-0.282024, 0.974512, 5.252655], [4.589337, 1.086713, -1.486648], [-3.183348, 0.837694, -3.162167], [-3.379885, 2.655729, -1.220545], [1.018323, -5.291092, -1.761337], [-3.083606, -1.298506, -3.870448], [-4.096973, 2.766385, -2.070225], [-5.673143, 4.261944, 1.163004], [1.786027, 0.554147, 3.533858], [-4.543687, 0.269158, -3.136009], [6.723220, -4.629520, -1.063347], [1.859759, -3.557207, 0.371129], [2.798479, -1.612395, -1.822093], [-4.536052, 4.723059, -0.407174], [5.855993, 0.509072, -1.227598], [2.786074, 2.338788, 4.571059], [3.130267, -3.765048, 2.951009], [2.302597, -2.932735, 4.976969], [-6.876347, 6.477350, 1.298489], [-2.987050, 1.759386, -3.667038], [-5.343588, 0.824629, -3.538707], [3.618518, -2.313904, -1.672674], [6.762172, -2.970806, -2.811745], [0.364456, -1.430198, -0.870291]],
  "forces_ev_per_a": [[0.4, 1.1, 2.5], [-0.1, -0.3, -0.4], [0.0, 0.5, -0.3], [-0.9, 0.5, 0.8], [0.3, -0.8, -0.6], [0.2, -0.2, -0.2], [-0.5, -1.3, -3.0], [-1.0, 0.7, 0.5], [0.5, 0.6, 0.5], [0.0, -0.8, -2.4], [0.4, 1.3, 3.2], [0.3, 0.5, 0.1], [0.9, 0.5, 0.2], [-1.0, 0.6, 0.2], [1.3, 1.1, 0.0], [-1.6, 0.6, 0.6], [0.0, 0.9, -0.5], [-0.8, 0.0, -0.1], [-0.1, -0.6, -0.9], [-1.1, -1.0, -2.8], [1.2, 0.3, -0.1], [0.1, 0.0, 0.2], [-0.4, -0.4, -0.1], [-0.7, 1.6, -1.5], [0.4, -0.2, -0.3], [0.0, 0.5, 0.2], [-0.4, -1.2, -1.0], [-0.3, -0.2, 0.3], [-1.5, 0.9, 2.3], [-0.3, 0.4, -0.3], [-2.2, 1.8, 0.4], [1.9, 0.8, -1.7], [-0.4, -0.6, 1.0], [0.2, -0.1, 0.5], [0.4, -0.6, 0.0], [-0.2, 0.0, 1.6], [-1.4, 0.9, 0.7], [0.9, 0.0, 1.0], [0.1, 0.2, 0.1], [0.9, 0.0, -0.2], [-0.2, 0.3, -1.1], [-0.6, 0.0, 0.4], [0.9, -0.2, 0.1], [0.1, -0.1, 0.0], [0.8, -1.4, -0.2], [1.0, -1.7, 1.0], [0.2, 0.5, -1.2], [-0.3, 0.0, -1.4], [-1.2, 0.1, 0.4], [0.5, 0.7, 1.7], [1.0, -1.4, -1.0], [0.1, 0.7, 0.6], [1.9, -1.7, -0.8], [0.2, -0.9, 1.0], [-1.2, -0.9, 1.0], [0.0, 0.9, -1.3], [0.6, 0.3, 0.5], [0.0, 0.0, -0.3], [-0.5, 1.6, 0.8], [-1.6, -1.8, 0.5], [0.1, 0.1, -0.4], [-2.2, -1.0, -1.5], [1.8, -1.1, -0.4], [0.0, -0.1, -0.7], [1.3, -1.5, 0.5], [-0.2, 0.1, 0.3], [0.2, -0.1, 0.7], [0.9, -0.7, 0.1], [0.1, -2.5, 2.0], [-0.4, -0.2, -0.5], [0.6, -0.9, 0.7], [-0.2, -0.1, 0.4], [0.5, -0.5, 0.2], [0.5, 0.2, -1.6], [-1.2, 2.6, 2.0], [2.0, 1.5, 0.8], [-0.6, 1.3, -0.3], [0.9, -0.4, 1.0], [-0.9, -1.2, 0.7], [0.6, 0.1, 0.0], [0.2, -0.7, 1.1], [-1.0, 0.4, 0.1], [0.0, 0.3, -2.1], [0.3, -0.4, -0.1], [2.2, 0.6, -0.1], [-1.8, 0.6, 0.3], [-0.2, -0.9, -0.4], [3.3, -1.9, -1.9], [-2.1, 1.3, 0.5], [-0.2, 0.0, 0.4], [-0.2, 0.7, -0.1], [-0.8, 0.5, -0.4], [-0.4, 0.4, -0.2], [0.1, 0.0, -0.4], [0.1, 0.1, -1.7]],
  "mulliken_spin": [0.00, 0.00, 0.00, 0.01, 0.01, 0.00, 0.04, 0.02, 0.00, 0.00, 0.00, 0.00, 0.00, 0.00, 0.00, 0.00, 0.02, 0.00, 0.00, 0.22, 0.00, 0.00, 0.00, 0.00, 0.00, 0.01, 0.00, 0.07, 0.02, 0.00, -0.10, 0.00, 0.00, 0.00, 0.00, 0.00, 0.00, 0.00, 0.00, 0.01, 0.00, 0.00, 0.00, 0.00, 0.25, 0.00, 0.00, 0.00, 0.00, 0.06, 0.00, 0.05, 0.29, 0.01, 0.00, 0.00, 0.00, 0.00, -0.10, 0.00, 0.00, 0.00, 0.00, 0.00, 0.02, 0.00, 0.00, 0.00, 0.00, 0.00, 0.06, 0.00, 0.00, 0.02, 0.04, 0.00, 0.00, 0.00, 0.00, 0.00, 0.00, 0.00, 0.00, 0.00, 0.00, 0.00, 0.00, 0.00, 0.00, 0.00, -0.01, 0.00, 0.00, 0.00, -0.02],
  "spin_multiplicity": 2,
  "homo_ev": [-7.56, -10.25],
  "charge": 1,
  "largest_force_ev_per_a": 4.27,
  "e_above_lowest_ev": 0.202,
  "lumo_energy_ha": [-0.1064, -0.1065]
}